Density functional theory data (ωB97M-V/def2-TZVPD) for a cluster of 6 separate species, C16H46N2O10 in total.

Last column: Mulliken charge in e.
Cartesian coordinates (Å):
1 C -1.2259 1.6978 3.6236  -0.4033
2 O -0.6465 -3.1511 3.4579  -0.5514
3 H -0.4848 3.4517 4.7987  0.3750
4 H 3.1643 2.8034 -2.7201  0.2286
5 H -2.5849 4.8068 -4.8515  0.3505
6 N -2.8831 5.3506 -2.8215  -0.7941
7 H -1.0286 -3.8491 -0.2925  0.2591
8 H 3.3697 -2.0186 0.9876  0.3472
9 C 4.0089 -4.6522 1.0051  -1.4539
10 H -0.3240 -3.7078 2.6967  0.6277
11 H -2.7621 0.7324 -2.9223  0.2831
12 H 2.3908 -3.9636 -0.1707  0.0434
13 H 3.6998 3.1458 0.1540  0.3626
14 O 4.3006 2.6052 -0.3565  -0.5403
15 N 2.6628 -2.6246 1.3773  -0.6884
16 C -2.0072 4.9261 -3.9311  0.6248
17 O -2.2132 3.9018 3.8180  -0.5189
18 H -1.9692 1.5173 -1.5936  0.2182
19 C 3.3262 1.7576 -2.4567  -0.3645
20 C -0.9806 3.1651 3.8667  -0.4913
21 H -3.3446 4.4925 -2.5186  0.2793
22 C 2.6601 -3.9955 0.9015  1.0200
23 H -2.4770 -2.7532 4.3277  0.3705
24 H -2.0168 4.8349 3.7112  0.3026
25 H -0.6475 -0.3397 1.5726  0.1496
26 H 0.2982 -2.2531 -1.2663  -0.0970
27 O -1.3664 1.4228 2.2063  -0.3922
28 H -0.7284 3.7770 -2.6196  0.2973
29 H 2.4427 1.9725 -0.5849  0.0902
30 H 4.7767 -3.8814 0.8695  0.3634
31 H -0.7007 3.1707 -4.2288  0.3877
32 C -1.3836 3.6028 -3.4850  -0.8317
33 H 1.7544 -2.1900 1.2392  0.0148
34 H 1.5077 -5.8246 1.3417  0.3380
35 C 0.3962 -0.5119 -0.0149  0.2167
36 C -0.2598 -1.3136 -1.1136  -0.1649
37 O 2.2787 0.9428 -2.9554  -0.4101
38 C -2.7836 -3.0385 2.2783  -0.1654
39 H 0.0031 0.5085 -0.0895  0.2698
40 H -3.8432 -3.0526 2.5525  0.3561
41 H 4.2895 1.4744 -2.8904  0.3380
42 H -3.6652 5.9063 -3.1553  0.2455
43 H -1.0064 1.1384 -3.0991  0.2488
44 C -1.9695 1.4446 -2.6876  -0.5636
45 H -2.0953 2.0369 2.0213  0.2439
46 C -0.2428 -4.5803 -0.0844  -0.9590
47 H 3.5437 0.5740 -0.6604  0.1062
48 O -2.3539 -1.7710 1.8696  -0.5449
49 H 1.4790 -0.5744 -0.1256  -0.0493
50 C 1.5360 -4.7506 1.5604  -0.9852
51 H 1.5871 -4.6763 2.6499  0.4234
52 H -0.5383 6.3517 -3.1891  0.3711
53 H 4.1525 -5.1456 1.9651  0.3444
54 H -2.5758 -3.8063 1.5225  0.0720
55 H -0.3168 1.1750 3.9267  0.3220
56 C -2.0115 -3.4105 3.5895  -0.7390
57 H -1.7683 -1.6893 0.0706  0.4927
58 C -0.8804 5.9575 -4.1424  -1.4121
59 H -1.5725 -1.5308 2.3911  0.2823
60 O -2.4158 2.6832 -3.2099  -0.4115
61 H 2.5630 0.4141 -3.7023  0.2702
62 H -0.8194 -5.5078 -0.0007  0.3098
63 H 4.2963 -5.2469 0.1352  0.3516
64 H -0.1280 5.4447 -4.7427  0.3225
65 H -2.0581 1.2618 4.1763  0.3223
66 C 3.4193 1.6207 -0.9349  -0.0306
67 H -1.2885 6.8007 -4.7018  0.3686
68 O 0.0046 -0.9875 1.2783  -0.4746
69 H -0.3590 3.5458 3.0470  0.2770
70 H 0.5444 -4.5121 -0.8284  0.4092
71 H -0.0970 -0.7782 -2.0535  0.2442
72 O 0.2088 -4.2922 1.2395  -0.2489
73 H -2.2253 -4.4527 3.8522  0.3650
74 O -1.6153 -1.5823 -0.8799  -0.6207

Cartesian forces (eV/Å) of the 6 atoms listed first:
1.246 -0.561 -0.117
0.264 -0.348 -0.066
0.111 -0.745 0.135
-0.149 0.068 0.053
0.183 -0.270 -0.137
-0.471 -0.468 -0.079

As for the SMILES: COC[C@H](C)N.COC[C@H](C)N.OCCO.OCCO.OCCO.OCCO. The value obtained for the HOMO energy is -8.9 eV. As for the gap between HOMO and LUMO: 9.25 eV.


Density functional theory data (ωB97M-V/def2-TZVPD) for a cluster of 2 separate species, C5H5NO2 in total.

Last column: Mulliken charge in e.
Cartesian coordinates (Å):
1 O -2.2430 2.6521 -0.4375  -0.4611
2 C -2.2022 -0.9533 -0.0270  -0.4993
3 C 3.5519 1.0864 -0.0402  -0.9133
4 H 3.8548 0.3779 0.6176  0.3205
5 H 4.3045 1.7656 -0.4305  0.2644
6 C 2.2214 1.2290 -0.2844  -0.2462
7 O -0.1422 1.1045 0.2713  -0.4257
8 H -2.4764 -1.3937 -1.0723  0.2281
9 C 1.0086 0.9665 0.0689  0.9609
10 N -2.6427 0.4229 0.0712  -0.3561
11 H -1.0786 -0.9611 0.0213  0.1945
12 H -2.9153 -1.4531 0.6939  0.2393
13 C -2.3036 1.5042 -0.2988  0.6941

Cartesian forces (eV/Å) of the 6 atoms listed first:
0.632 1.369 -0.825
-1.202 -0.046 -1.636
-0.555 2.541 -2.272
0.839 -2.164 1.913
-0.250 -0.144 -0.088
0.741 -1.028 1.027

The value obtained for the HOMO energy (alpha / beta) is -7.6 / -9.8 eV. As for the spin multiplicity: 3. As for the gap between HOMO and LUMO (alpha / beta): 7.98 / 7.17 eV.


Density functional theory data (ωB97M-V/def2-TZVPD) for the ion C6H7N2O2 with charge +1.

Last column: Mulliken charge in e.
Cartesian coordinates (Å):
1 H -0.7115 2.0836 0.0194  0.4740
2 C -2.0241 -1.5954 0.0599  -0.4888
3 H -2.6466 -2.3719 0.4142  0.3845
4 C 1.1834 1.5561 -0.5518  -0.5336
5 C -1.8845 -0.3026 0.5107  -0.2665
6 C 0.0179 -0.9503 -0.4362  -0.6112
7 C 2.4999 -0.3585 0.0486  0.7973
8 H -2.4939 0.5541 0.6672  0.3528
9 H 0.2712 1.6696 1.3110  0.3794
10 H -0.4528 -2.9600 -0.4178  0.3155
11 O 2.3101 0.8282 -0.0224  -0.1789
12 C -0.0127 1.4191 0.3581  -0.6267
13 N -0.8008 -2.0137 -0.4439  0.0394
14 O 3.0484 -1.3228 0.2237  -0.1514
15 H 1.4451 2.6641 -0.4871  0.3444
16 N -0.5885 0.0532 0.2166  0.2707
17 H 0.8392 1.0472 -1.4701  0.4991

Cartesian forces (eV/Å) of the 6 atoms listed first:
-1.876 1.907 -0.854
0.397 0.028 1.709
-1.357 -0.216 -0.280
-2.158 1.282 -0.035
0.045 -0.447 -1.133
3.717 0.309 0.738

The value obtained for the HOMO energy is -13.2 eV. Its total charge is +1. As for the gap between HOMO and LUMO: 9.47 eV.


Density functional theory data (ωB97M-V/def2-TZVPD) for the ion C9H16ClFN3 with charge +1.

Last column: Mulliken charge in e.
Cartesian coordinates (Å):
1 H 2.9172 -2.1948 0.6903  0.3507
2 C 0.7069 0.0024 0.3748  -0.9448
3 C 2.9923 2.0304 -0.1159  -1.0726
4 H 2.2007 2.5878 -0.8034  0.2785
5 C -4.4555 -0.8264 -1.1869  -1.0512
6 H -4.8025 -0.9872 0.9966  0.3104
7 H 4.7031 -2.2179 0.6090  0.3482
8 H -0.9381 0.8643 2.2099  0.4285
9 N -2.6667 1.2475 1.1939  -0.3986
10 H -4.4712 -1.8680 -1.6357  0.3161
11 H 1.2070 0.3505 -1.4749  0.5352
12 H 3.6761 -1.8935 -0.8489  0.3753
13 H 4.6116 0.0347 0.6370  0.2979
14 N 3.6978 -0.3393 0.5177  -0.1397
15 C 2.9187 0.5621 -0.2779  -0.1478
16 H 4.0041 2.4583 -0.5675  0.3633
17 C -1.4006 0.8641 1.2655  -0.4568
18 H 2.8889 2.1985 0.9695  0.3145
19 Cl -1.1768 0.5802 -1.3887  -0.3388
20 F -2.8312 -1.3614 0.4085  -0.2995
21 C -0.6352 0.4001 0.2017  0.9012
22 H -4.5873 1.4465 0.4067  0.3507
23 N 1.6986 -0.0894 -0.6919  0.2482
24 H 0.9035 -0.2613 1.3649  0.4490
25 C 3.7789 -1.7190 0.2162  -1.0741
26 C -3.9992 -0.6480 0.2403  0.4074
27 C -3.7187 0.7911 0.6198  -0.2258
28 H -3.7803 -0.1889 -1.8442  0.1897
29 H 2.0929 -1.0949 -0.9589  0.3132
30 H -5.5352 -0.7286 -1.1275  0.3716

Cartesian forces (eV/Å) of the 6 atoms listed first:
0.149 -0.488 0.072
-2.574 0.021 -0.337
0.475 1.399 -1.957
1.313 -1.254 1.855
0.166 -0.638 -0.956
1.239 0.130 -1.007

The value obtained for the HOMO energy (alpha / beta) is -11.0 / -10.7 eV. Its total charge is +1. As for the gap between HOMO and LUMO (alpha / beta): 6.91 / 7.39 eV.


Energy above the lowest of the compared OMol25 structures with the same formula, charge and spin values, unit eV, following the record order: 1.104; 0.313; 3.852; 2.567.